Entry 1:
This record from the Open Molecules 2025 dataset describes a single C2H6N2S3 molecule. The level of theory is wB97M-V/def2-TZVPD.

The geometry in XYZ format:
```
13
Properties=species:S:1:pos:R:3:forces:R:3:lowdin_charge:R:1
C 0.441 -1.901 1.028 -3.2145 0.3404 -0.1113 -0.299
S -1.106 -1.007 0.507 0.1897 0.2195 -0.0139 0.837
N -0.551 0.615 0.442 -0.2195 -0.7369 -0.0673 -0.802
S -0.820 1.833 1.738 -0.5075 -2.1511 0.4686 0.674
C -0.064 1.049 -0.736 0.8741 1.8183 -2.1217 -0.948
N 0.172 0.222 -1.825 -0.9151 -0.7851 2.6960 0.046
S 0.295 2.711 -0.932 0.2026 -0.5963 -0.7225 0.596
H 0.048 -2.927 1.004 0.6735 0.1377 0.3645 0.044
H 0.492 -1.438 1.979 1.1012 -0.3809 1.1203 0.009
H 1.207 -1.698 0.346 1.2651 0.1221 -0.7927 0.014
H -0.282 2.663 0.823 0.3538 1.2274 -0.3164 -0.313
H -0.142 -0.749 -1.630 0.2929 0.9664 -1.0454 0.051
H 0.309 0.628 -2.744 -0.0964 -0.1814 0.5416 0.092
```
Forces are in eV/Å.

The frontier orbital gap is 8.683 eV. The calculation puts the energy above the lowest of the compared OMol25 structures with the same formula, charge and spin at 16.7 kcal per mole. As for the strongest force on any atom: 0.06290 Eh/bohr. Its structure (SMILES) is CSN(S)C(N)=S.



Entry 2:
This record from the Open Molecules 2025 dataset describes a molecular structure, C35H34N4S4W. The level of theory is wB97M-V/def2-TZVPD.

The geometry in XYZ format:
```
78
Properties=species:S:1:pos:R:3:forces:R:3:lowdin_charge:R:1
W -1.515 0.359 0.718 -0.3398 -0.2919 -0.4736 0.972
S -3.784 0.557 0.206 -0.1674 0.2163 0.0028 0.746
C -3.948 1.194 -1.442 0.0443 -0.1384 0.0309 -0.590
C -5.123 1.854 -1.770 -0.0027 0.0597 -0.0893 -0.074
C -5.302 2.327 -3.065 -0.0090 -0.0219 0.0483 -0.029
C -4.320 2.146 -4.028 0.0136 -0.0055 0.0104 -0.037
C -3.139 1.492 -3.701 0.0379 0.0076 -0.0346 -0.067
C -2.963 1.012 -2.412 -0.1326 0.0215 0.1230 -0.516
S -1.465 0.190 -1.952 -0.0072 0.1856 -0.2054 1.010
C -1.820 -1.539 -2.469 -0.2214 -0.1477 -0.1217 -0.259
C -2.509 -2.293 -1.381 0.0386 0.1097 0.0494 -0.261
C -3.720 -2.926 -1.547 0.0517 0.0716 0.0036 0.040
C -4.449 -3.305 -0.421 -0.0797 -0.0346 0.0423 0.032
C -4.045 -2.871 0.831 0.0633 0.0307 -0.0481 0.022
C -2.843 -2.203 0.946 -0.0272 0.0350 -0.0340 -0.301
C -2.462 -1.236 2.012 -0.1225 -0.1670 0.1396 -0.318
S -0.769 0.624 2.897 0.0678 0.0955 0.2443 0.812
C -0.084 2.223 2.921 -0.0021 0.0111 0.1962 -0.629
C 0.866 2.578 3.888 -0.0385 -0.0027 -0.0039 -0.089
C 1.357 3.863 3.908 -0.0034 0.0144 -0.0090 -0.049
C 0.910 4.812 2.978 0.0224 -0.0076 0.0408 -0.041
C -0.034 4.478 2.034 -0.0422 -0.0185 -0.0409 -0.080
C -0.543 3.173 1.997 -0.0176 0.0899 0.0212 -0.634
S -1.839 2.712 0.940 0.0679 0.1657 -0.0894 0.729
N -2.017 -2.128 -0.135 0.2374 -0.0483 0.1278 -0.049
H -5.890 2.006 -1.021 0.0044 -0.0130 0.0097 0.119
H -6.217 2.847 -3.315 0.0051 0.0004 -0.0125 0.126
H -4.466 2.524 -5.030 0.0084 0.0013 0.0001 0.124
H -2.359 1.365 -4.441 -0.0051 -0.0056 -0.0012 0.122
H -0.895 -1.988 -2.808 -0.0216 0.0554 0.0764 0.066
H -2.488 -1.457 -3.325 0.0236 0.0132 -0.0073 0.115
H -4.110 -3.082 -2.543 0.0003 0.0066 -0.0018 0.140
H -5.386 -3.833 -0.538 0.0055 -0.0027 -0.0032 0.137
H -4.680 -2.979 1.699 -0.0012 0.0042 0.0015 0.142
H -1.772 -1.628 2.758 0.0122 -0.0084 0.0004 0.053
H -3.362 -0.901 2.527 0.0006 -0.0735 0.0463 0.076
H 1.204 1.845 4.610 -0.0016 -0.0153 -0.0127 0.121
H 2.087 4.147 4.655 0.0010 0.0002 0.0012 0.122
H 1.301 5.820 3.016 -0.0075 0.0034 -0.0161 0.121
H -0.396 5.215 1.328 0.0070 -0.0018 -0.0028 0.118
C 1.296 -1.514 -1.660 0.0539 -0.0422 -0.0253 -0.049
C 0.592 -2.282 -0.532 -0.0244 -0.1150 -0.0100 -0.534
C 1.659 -2.491 0.561 0.0233 0.0103 -0.0023 -0.041
C 0.221 -3.699 -1.005 0.0317 0.0284 -0.0417 -0.023
C -0.619 -1.620 0.210 0.0491 -0.1830 0.0586 -0.238
H 2.207 -2.060 -1.907 0.0190 0.0001 -0.0097 0.091
H 1.602 -0.514 -1.357 -0.0085 0.0473 0.0612 0.069
H 0.745 -1.431 -2.594 0.0567 0.0601 0.0207 0.056
H 2.504 -3.022 0.127 0.0232 -0.0161 0.0279 0.078
H 1.277 -3.092 1.389 -0.0174 -0.0097 -0.0085 0.106
H 2.042 -1.555 0.963 -0.0243 0.0685 0.0101 0.065
H 1.130 -4.215 -1.313 0.0012 -0.0007 0.0080 0.107
H -0.456 -3.725 -1.860 -0.0011 -0.0281 0.0150 0.075
H -0.229 -4.283 -0.200 -0.0044 0.0112 0.0142 0.104
H -0.510 -2.056 1.200 0.0423 0.0425 -0.0054 0.081
C 1.779 2.847 -1.051 -0.0040 0.0115 -0.0061 0.000
C 0.624 2.139 -0.814 0.0791 -0.0902 -0.0015 -0.197
N 0.517 1.219 0.168 0.2327 0.1152 0.0590 -0.140
C 1.599 1.029 0.945 0.0765 -0.0110 -0.0808 -0.118
C 2.790 1.736 0.810 -0.1432 -0.0344 0.1383 -0.178
C 2.869 2.669 -0.214 0.0324 0.0410 0.0150 0.034
C 3.844 1.591 1.849 0.1083 -0.1403 -0.1379 -0.033
C 4.676 0.565 2.002 -0.0206 0.0266 0.0422 -0.001
C 4.800 -0.628 1.137 -0.0150 0.0348 0.0385 -0.283
C 4.808 -0.559 -0.250 -0.0330 -0.0701 -0.0181 -0.002
C 4.974 -1.753 -0.933 -0.0038 -0.0039 0.0129 -0.129
N 5.115 -2.918 -0.309 -0.0036 0.0821 -0.0641 0.091
C 5.117 -2.867 1.020 0.0248 -0.1164 0.0943 -0.194
N 4.970 -1.789 1.778 -0.0145 0.0994 -0.0901 0.141
H 1.801 3.569 -1.855 -0.0082 -0.0029 -0.0011 0.129
H -0.253 2.343 -1.403 -0.0382 0.0151 -0.0451 0.065
H 1.493 0.328 1.756 0.0789 -0.0726 -0.0483 0.090
H 3.764 3.265 -0.341 0.0092 -0.0153 -0.0045 0.141
H 3.901 2.409 2.559 -0.0221 0.0325 -0.0201 0.118
H 5.348 0.566 2.852 -0.0154 -0.0017 0.0191 0.126
H 4.726 0.380 -0.777 0.0066 0.0319 -0.0091 0.113
H 5.003 -1.774 -2.018 0.0109 -0.0125 0.0025 0.117
H 5.263 -3.807 1.542 -0.0210 0.0129 -0.0164 0.120
```
Forces are in eV/Å.

The frontier orbital gap (alpha / beta) is 6.107 / 6.111 eV. The charge is +2. The calculation puts the energy above the lowest of the compared OMol25 structures with the same formula, charge and spin at 45.7 kcal per mole. As for the strongest force on any atom: 0.01268 Eh/bohr.